60
Properties=species:S:1:pos:R:3 method="wB97M-V/def2-TZVPD" orbital_gap_ha="0.2529 / 0.2597" s2=0.7555 charge=-1 relative_energy_ev=2.796 lumo_ev="1.70 / 1.74" multiplicity=2
Ir -1.0097 -0.4362 2.6537
O -2.8125 0.8540 1.7178
C -2.1418 1.1162 0.7442
O -0.8260 1.2805 0.8750
C -2.5387 1.1829 -0.6793
C -3.8352 1.1540 -1.1476
C -4.0294 1.1665 -2.5199
C -2.9340 1.1933 -3.3741
C -1.6344 1.1796 -2.8801
C -1.4359 1.1700 -1.5038
P 0.1763 1.1573 -0.5480
C 1.1707 0.3316 -1.8737
C 2.4853 0.7463 -2.0955
C 3.3024 0.0536 -2.9725
C 2.8299 -1.0882 -3.6082
C 1.5375 -1.5266 -3.3702
C 0.7102 -0.8195 -2.5084
C 0.6685 2.9005 -0.6343
C 0.6499 3.6858 0.5170
C 0.8549 5.0559 0.4293
C 1.0615 5.6536 -0.8054
C 1.0873 4.8759 -1.9554
C 0.8912 3.5057 -1.8702
H -4.6630 1.1202 -0.4504
H -5.0313 1.1358 -2.9285
H -3.0950 1.2057 -4.4451
H -0.7948 1.1620 -3.5609
H 2.8736 1.6096 -1.5695
H 4.3194 0.3866 -3.1383
H 3.4805 -1.6493 -4.2676
H 1.1771 -2.4390 -3.8284
H -0.2831 -1.1957 -2.2998
H 0.4931 3.2247 1.4842
H 0.8469 5.6548 1.3311
H 1.1994 6.7259 -0.8723
H 1.2580 5.3365 -2.9205
H 0.9178 2.9034 -2.7699
Cl -2.5932 1.4948 5.3834
Si -0.8583 0.6288 4.6209
Cl 0.4654 2.2682 4.4923
Cl -0.1012 -0.4687 6.2256
Br -0.0478 -4.6639 -0.7105
C 0.1911 -4.5397 1.1729
C 1.3573 -5.1081 1.6692
C 1.6472 -5.0384 3.0220
C 0.7730 -4.3908 3.8808
C -0.3777 -3.8137 3.3721
C -0.6990 -3.8770 2.0163
C -1.9824 -3.2073 1.5636
O -2.6643 -3.7103 0.6866
O -2.3101 -2.1456 2.2219
H 2.0416 -5.5898 0.9837
H 2.5638 -5.4793 3.3949
H 0.9976 -4.3113 4.9375
H -1.0586 -3.2858 4.0258
O 2.2456 -1.6986 0.3462
S 1.1813 -0.9696 0.9472
O -0.1664 -1.1954 0.3562
O 1.3715 0.5958 0.6057
O 1.0972 -1.0679 2.4311



17
Properties=species:S:1:pos:R:3 method="wB97M-V/def2-TZVPD" orbital_gap_ha=0.2496 charge=-1 relative_energy_ev=0.788 lumo_ev=3.94 multiplicity=1
C -0.3179 -2.6268 1.6404
O 0.6843 -1.9547 0.9892
H 0.0289 -3.1313 2.5697
H -1.2133 -2.0013 1.8736
H -0.7185 -3.4520 0.9981
C 0.4082 0.7628 -0.2834
C -0.4963 1.7061 -1.0645
N -0.0693 1.7520 -2.4633
N 0.1116 0.5844 1.1426
H 0.3950 -0.2269 -0.7611
H 1.4278 1.1514 -0.4190
H -1.5293 1.3265 -0.9954
H -0.4850 2.7100 -0.6305
H -0.7944 2.1425 -3.0464
H 0.0819 0.8082 -2.7944
H -0.8666 0.8117 1.2884
H 0.3230 -0.5140 1.2896



74
Properties=species:S:1:pos:R:3 method="wB97M-V/def2-TZVPD" orbital_gap_ha=0.0567 lumo_ev=-3.16 multiplicity=1
C -1.3417 -0.2901 4.1998
S -0.1939 -1.7861 4.2688
O 0.2488 -1.9550 5.7746
O -0.9929 -3.0984 3.9245
N 1.2832 -1.6031 3.3547
S 0.9818 -1.1861 1.6828
N 0.0600 -2.3680 0.7836
O 2.4000 -1.1310 0.9926
O 0.3953 0.2640 1.4959
H -1.8628 -0.2849 3.1258
H -0.7568 0.7431 4.3135
H -2.1255 -0.4265 5.0676
H -0.0135 -3.2896 1.2892
H -0.8887 -1.9887 0.5421
Br -3.1734 -2.0280 -0.1164
C -3.6516 -1.8437 -1.9982
C -2.5960 -2.4512 -2.8927
Br -1.0367 -1.2876 -3.0353
H -3.8170 -0.7788 -2.1829
H -4.6000 -2.3774 -2.1039
H -2.9692 -2.5525 -3.9152
H -2.2377 -3.4233 -2.5431
O 3.1852 5.9041 -0.0038
C 2.7800 4.7759 -0.2299
O 2.8894 3.7297 0.6406
C 2.4117 2.5429 0.0089
C 1.5034 3.0179 -1.0949
C 2.1374 4.3228 -1.5058
H 3.2703 1.9803 -0.3724
H 1.8791 1.9258 0.7383
H 1.4095 2.3000 -1.9140
H 0.5002 3.2073 -0.6942
H 2.9118 4.1779 -2.2642
H 1.3896 5.0420 -1.8478
Cs -3.6176 -2.4109 -5.4348
C -7.1802 1.4834 -9.7832
C -5.6857 1.2753 -9.9693
C -5.2652 1.5326 -11.4075
O -5.3467 -0.0616 -9.6102
H -7.7534 0.7919 -10.4110
H -7.4705 1.2827 -8.7462
H -7.4707 2.5078 -10.0363
H -5.1347 1.9444 -9.2995
H -5.7705 0.8429 -12.0929
H -4.1894 1.3671 -11.5295
H -5.4983 2.5585 -11.7095
H -5.8315 -0.6627 -10.1999
O 0.2191 2.5172 4.4237
C 0.6968 2.4729 5.5454
O -0.0380 2.3692 6.6915
C 0.8349 2.4551 7.8168
C 2.1950 2.0715 7.2954
C 2.1561 2.5699 5.8729
H 0.8108 3.4807 8.2001
H 0.4923 1.7750 8.6021
H 3.0156 2.4907 7.8836
H 2.2993 0.9796 7.2991
H 2.4703 3.6147 5.7991
H 2.7518 1.9382 5.2100
Cl 2.1981 -4.8174 1.1819
C 3.5943 -3.8580 1.7339
C 4.9065 -4.3701 1.1610
Cl 5.3540 -5.9616 1.8223
H 3.6012 -3.8680 2.8283
H 3.4205 -2.8290 1.4043
H 5.7169 -3.6812 1.4163
H 4.8632 -4.4550 0.0706
Na -0.9928 2.4583 9.4259
Cl -0.0724 -3.5142 -1.4168
N 7.4030 -2.5332 3.8267
O 7.7690 -1.8694 4.8108
O 8.2429 -2.9537 3.0139
O 6.1970 -2.7765 3.6554
Cs -3.2701 -3.9410 1.1674